Entry 1:
{"formula": "C6H12Br6", "method": "ωB97M-V/def2-TZVPD", "elements": ["Br", "C", "C", "Br", "H", "H", "H", "H", "Br", "C", "C", "Br", "H", "H", "H", "H", "Br", "C", "C", "Br", "H", "H", "H", "H"], "xyz": [[2.476376, -0.756178, -0.308488], [1.933437, 0.521733, -1.739657], [2.550765, 0.200816, -3.083224], [4.380277, 0.924450, -3.160266], [2.046482, 1.508733, -1.291166], [0.866064, 0.304822, -1.781556], [1.931621, 0.644425, -3.862947], [2.567212, -0.869013, -3.291292], [0.625043, -3.670079, 4.259871], [0.578020, -1.696320, 4.085905], [-0.163424, -1.329757, 2.789959], [-0.042515, 0.573853, 2.320400], [1.589319, -1.303061, 3.982321], [0.162429, -1.163269, 4.941039], [-1.236267, -1.507305, 2.864640], [0.247767, -1.847706, 1.923499], [-3.480044, 3.380546, -1.220420], [-3.119495, 1.439333, -1.524755], [-1.985790, 0.911801, -0.648442], [-1.758994, -1.074879, -0.745225], [-2.878568, 1.319693, -2.581041], [-4.063625, 0.922833, -1.351690], [-2.164862, 1.174392, 0.394188], [-1.061228, 1.390135, -0.971650]], "atomic_forces_ev_per_a": [[0.2, 0.4, -0.5], [-0.7, -1.1, 0.8], [0.1, 0.5, 0.4], [-0.6, -0.3, -0.2], [0.4, -0.1, -0.5], [0.0, 0.1, -0.2], [0.3, 0.3, 0.0], [0.3, 0.1, 0.3], [-0.1, 1.1, 0.1], [0.2, 0.9, -1.1], [-0.3, -0.3, 0.1], [0.2, -0.2, 0.5], [0.2, -0.6, 0.1], [-0.3, -0.7, 0.1], [0.2, -0.2, 0.0], [-0.1, 0.0, 0.2], [0.4, -1.0, 0.0], [-0.2, -0.4, -0.2], [-0.3, 0.6, 0.0], [-0.2, 1.2, -0.1], [0.0, 0.2, 0.1], [0.1, 0.2, 0.2], [0.1, -0.3, -0.1], [0.1, -0.4, 0.1]], "e_above_lowest_kcal_mol": 10.8, "max_force_ev_per_a": 1.5, "smiles": "BrCCBr.BrCCBr.BrCCBr", "total_energy_ha": -15679.8935, "e_homo_ev": -10.12}

---

Entry 2:
{"formula": "C39H41O6", "method": "ωB97M-V/def2-TZVPD", "elements": ["C", "C", "O", "C", "C", "C", "C", "C", "C", "C", "C", "C", "O", "O", "C", "C", "O", "H", "H", "H", "H", "H", "H", "H", "H", "H", "H", "H", "H", "H", "H", "H", "H", "H", "H", "H", "H", "H", "C", "O", "C", "C", "C", "C", "C", "C", "C", "C", "C", "C", "C", "C", "C", "C", "C", "O", "C", "C", "C", "C", "C", "C", "C", "C", "C", "C", "H", "H", "H", "H", "H", "H", "H", "H", "H", "H", "H", "H", "H", "H", "H", "H", "H", "H", "H", "H"], "xyz": [[-2.784498, 1.392635, 5.270339], [-1.329564, 1.305399, 4.918301], [-1.262274, 0.647681, 3.642532], [0.013534, 0.553461, 3.240718], [0.364938, -0.330825, 2.132922], [1.779948, -0.813000, 2.118236], [2.726270, 0.376811, 2.009362], [4.180492, -0.044968, 1.914547], [4.582380, -0.920802, 3.099704], [3.652491, -2.108791, 3.318512], [2.165234, -1.718067, 3.332023], [-0.578687, -1.335238, 1.661542], [-0.263059, -2.138632, 0.782491], [-1.815275, -1.321065, 2.194032], [-2.569515, -2.496197, 1.819011], [-3.967395, -2.254556, 2.301501], [0.883906, 1.220302, 3.832543], [-2.903063, 1.979434, 6.185439], [-3.347264, 1.884677, 4.471997], [-3.215577, 0.399920, 5.447474], [-0.875212, 2.295085, 4.812662], [-0.764426, 0.726677, 5.664295], [1.847867, -1.431166, 1.215899], [2.423646, 0.987541, 1.148935], [2.560899, 0.986815, 2.906543], [4.323670, -0.589392, 0.974417], [4.814526, 0.846620, 1.879515], [5.611063, -1.272639, 2.970932], [4.574026, -0.306663, 4.009152], [3.805517, -2.859319, 2.528530], [3.911358, -2.604402, 4.263350], [1.910675, -1.179787, 4.257976], [1.535100, -2.617748, 3.307244], [-2.525112, -2.587850, 0.726262], [-2.111097, -3.384316, 2.283398], [-4.602654, -3.097638, 2.010798], [-4.005083, -2.148368, 3.393209], [-4.373099, -1.342223, 1.850334], [-6.681296, 1.701938, -0.034196], [-5.675790, 2.739411, -0.042149], [-4.369763, 2.366282, -0.027222], [-3.419576, 3.418068, 0.001850], [-2.078469, 3.133536, 0.069976], [-1.601124, 1.793512, 0.046025], [-0.203804, 1.447180, -0.027216], [0.353297, 0.938034, -1.230037], [1.745116, 1.096995, -1.517407], [2.332473, 0.645229, -2.677402], [3.791406, 0.715116, -2.874355], [4.645102, 0.845850, -1.748020], [6.038681, 0.824683, -1.886766], [6.623037, 0.704324, -3.159652], [5.791994, 0.609794, -4.284295], [4.408431, 0.645926, -4.135678], [1.470692, 0.108338, -3.760265], [1.894854, -0.045605, -4.919972], [0.063642, -0.193126, -3.410030], [-0.787059, -0.971301, -4.327597], [-1.961313, -1.592665, -3.827286], [-2.799749, -2.338555, -4.662034], [-2.470353, -2.528401, -6.012830], [-1.312253, -1.923540, -6.524844], [-0.506165, -1.142110, -5.697371], [-0.453295, 0.323269, -2.240971], [-2.569875, 0.760713, 0.024330], [-3.928910, 1.019063, 0.009476], [-7.626227, 2.245915, -0.069857], [-6.579194, 1.054437, -0.918732], [-6.617578, 1.104432, 0.886294], [-3.799469, 4.437030, -0.022461], [-1.349799, 3.940570, 0.050590], [0.461148, 1.830739, 0.738089], [2.312478, 1.756237, -0.848136], [4.212363, 0.953170, -0.751498], [6.664840, 0.909179, -0.996516], [7.707347, 0.691432, -3.267245], [6.218112, 0.514754, -5.279908], [3.784191, 0.590117, -5.020094], [-2.204966, -1.501147, -2.768100], [-3.713100, -2.773358, -4.256842], [-3.105978, -3.134414, -6.658501], [-1.036705, -2.049452, -7.571375], [0.377708, -0.666784, -6.114863], [-1.536116, 0.377579, -2.143161], [-2.228312, -0.274725, -0.030496], [-4.655358, 0.192925, 0.022076]], "atomic_forces_ev_per_a": [[-0.4, 0.0, 0.3], [-0.3, 0.2, -0.4], [-0.2, 0.3, 0.7], [2.1, -0.3, -0.7], [-2.2, -0.4, 1.5], [0.6, 0.2, -0.4], [0.3, 0.1, 0.3], [-0.1, -0.1, -0.2], [0.1, 0.1, 0.1], [-0.3, -0.3, -0.1], [-0.3, 0.4, -0.2], [1.8, 1.0, -0.5], [-0.5, -0.3, 0.2], [-0.7, -1.2, -0.1], [0.3, 0.7, -0.1], [-0.5, -0.1, 0.2], [-1.0, -0.2, 0.1], [-0.1, 0.0, 0.0], [0.0, -0.1, 0.1], [0.1, 0.2, -0.1], [-0.1, -0.2, 0.3], [-0.1, 0.2, -0.2], [0.3, 0.1, 0.0], [0.2, -0.1, 0.1], [0.3, -0.1, -0.4], [0.2, -0.1, 0.0], [0.1, -0.1, 0.0], [0.0, 0.0, 0.0], [0.0, 0.0, -0.1], [0.0, 0.2, 0.0], [0.0, 0.0, -0.1], [0.2, 0.0, -0.2], [0.1, 0.1, 0.0], [0.0, -0.3, 0.3], [-0.1, 0.2, -0.3], [0.0, 0.1, 0.1], [0.0, 0.0, -0.2], [0.1, -0.1, 0.1], [0.7, 0.6, -0.1], [-0.6, -0.5, -0.1], [1.0, -0.6, 0.3], [-1.1, -0.7, 0.0], [1.0, -0.9, -0.2], [-2.5, -0.5, 0.5], [1.9, 0.0, -2.0], [-0.8, 0.7, 1.4], [0.6, 0.0, -0.5], [-0.7, 0.3, 0.5], [1.0, 0.5, 0.3], [0.2, -0.1, -0.4], [-0.3, 0.1, -0.4], [-0.4, 0.0, 0.1], [0.2, 0.2, 0.8], [0.0, -0.1, -0.2], [0.1, -0.4, -0.2], [-0.4, 0.1, 1.0], [0.0, 0.6, 0.8], [-0.9, -0.4, -0.4], [0.2, 0.0, -0.4], [0.4, 0.2, -0.2], [0.3, 0.3, 0.1], [-0.5, -0.1, 0.6], [0.1, 0.0, -0.2], [0.1, 0.0, -1.1], [0.7, 0.3, -0.2], [-0.9, 0.9, -0.1], [0.1, -0.2, 0.0], [-0.1, 0.2, 0.3], [0.0, 0.1, -0.2], [0.2, -0.2, 0.0], [-0.1, -0.1, 0.1], [0.1, 0.2, -0.2], [-0.1, -0.7, -0.1], [0.2, -0.2, -0.3], [-0.2, 0.0, -0.3], [-0.2, 0.0, 0.0], [0.0, 0.1, 0.1], [0.2, 0.0, 0.3], [0.1, -0.1, -0.3], [0.2, 0.0, -0.1], [0.1, 0.1, 0.2], [-0.1, 0.0, 0.2], [-0.3, -0.2, 0.2], [0.3, -0.3, 0.2], [-0.1, 0.3, 0.2], [0.5, 0.5, -0.1]], "max_force_ev_per_a": 2.7, "charge": -1, "total_energy_ha": -1962.1903, "e_homo_ev": -3.93}

---

Entry 3:
{"formula": "H16O8", "method": "ωB97M-V/def2-TZVPD", "elements": ["O", "H", "H", "O", "H", "H", "O", "H", "H", "O", "H", "H", "O", "H", "H", "O", "H", "H", "O", "H", "H", "O", "H", "H"], "xyz": [[-2.407102, -0.338414, 2.165417], [-3.193528, 0.211118, 2.076741], [-2.413382, -0.646944, 3.077531], [-0.563373, 0.336455, 0.082588], [0.346257, 0.011349, 0.172717], [-1.029055, 0.040706, 0.877465], [1.320998, 1.211491, -2.443506], [0.374609, 1.025074, -2.513455], [1.342151, 2.105531, -2.086782], [2.192422, -0.423881, -0.219777], [1.850936, 0.058640, -0.999811], [2.387586, 0.262700, 0.437773], [2.074633, 1.897611, 1.493407], [2.890624, 2.313774, 1.790209], [1.557393, 2.601709, 1.088503], [-1.319774, 2.405367, -1.505976], [-2.059978, 2.087577, -2.030260], [-1.127223, 1.684687, -0.876784], [1.113801, -3.110032, -0.561276], [1.595721, -2.268492, -0.568041], [1.752543, -3.763068, -0.859183], [-2.501285, -2.572332, 0.193563], [-1.770808, -3.190447, 0.289999], [-2.414166, -1.940178, 0.918940]], "atomic_forces_ev_per_a": [[-0.1, 0.0, 0.2], [0.0, 0.0, -0.1], [0.1, 0.0, 0.0], [0.0, 0.0, 0.2], [-0.1, -0.1, -0.1], [0.0, 0.0, -0.1], [0.0, -0.2, 0.1], [0.0, 0.2, 0.0], [-0.1, 0.1, -0.1], [-0.3, 0.1, -0.1], [0.5, 0.1, -0.1], [0.0, 0.0, -0.1], [0.1, 0.0, 0.0], [0.0, 0.0, 0.0], [-0.1, 0.0, 0.0], [0.1, 0.1, -0.1], [0.0, 0.0, 0.0], [0.0, -0.1, 0.1], [0.0, 0.0, 0.0], [-0.1, 0.0, 0.2], [0.0, 0.0, 0.0], [-0.2, -0.1, 0.1], [0.1, 0.1, -0.1], [0.1, -0.1, -0.1]], "e_above_lowest_kcal_mol": 32.3, "max_force_ev_per_a": 0.5, "smiles": "O.O.O.O.O.O.O.O", "total_energy_ha": -611.5311, "e_homo_ev": -10.61}